ORCA calculation (the ωB97M-V functional and the def2-TZVPD basis) on 12 unconnected molecules or ions with the total composition C70H158N6O14 at a distorted geometry.

Last column: Mulliken charge in e.
Cartesian coordinates (Å):
1 C 6.5325 0.5278 -7.7389  -2.063
2 C 5.4207 0.7230 -6.7105  1.929
3 C 6.1133 1.0670 -5.3323  -1.480
4 C 4.5749 1.9071 -7.1121  -1.643
5 C 3.3080 2.1618 -6.3106  -0.405
6 C 2.5054 0.9007 -6.3829  -0.857
7 C 3.1848 -0.4107 -5.9950  2.172
8 C 3.3951 -0.3735 -4.4676  -0.774
9 C 2.2819 -1.5909 -6.3947  -2.016
10 N 4.5727 -0.4721 -6.7712  0.169
11 O 5.3404 -1.5796 -6.5248  -0.510
12 H 6.9411 1.4715 -8.1274  0.409
13 H 7.2162 -0.2072 -7.3443  0.399
14 H 6.0989 0.1241 -8.6610  0.485
15 H 6.5407 0.0541 -5.0041  0.217
16 H 6.9362 1.7715 -5.5876  0.441
17 H 5.4701 1.5692 -4.6305  0.372
18 H 5.2363 2.8563 -7.0545  0.410
19 H 4.2886 1.8660 -8.1864  0.330
20 H 3.5695 2.3997 -5.2832  0.245
21 H 2.8077 3.1217 -6.6539  0.159
22 H 2.1864 0.8667 -7.4658  0.519
23 H 1.6071 1.0009 -5.8158  -0.200
24 H 4.0378 0.4080 -4.1151  0.060
25 H 3.7882 -1.3049 -4.0820  0.200
26 H 2.3373 -0.3978 -4.0244  -0.139
27 H 2.0095 -1.6024 -7.4887  0.414
28 H 1.3142 -1.6245 -5.8778  0.278
29 H 2.9027 -2.4518 -6.1086  0.435
30 H 5.2514 -1.7757 -5.6157  0.371
31 C -4.5510 -7.9314 3.0469  -1.784
32 C -4.6401 -6.7425 1.9744  1.598
33 C -5.7601 -7.0730 1.0391  -1.783
34 C -4.8851 -5.4146 2.7340  -0.955
35 C -3.6740 -5.0192 3.4990  -0.337
36 C -2.5181 -4.7894 2.5441  -0.135
37 C -2.2009 -6.1900 1.8635  1.536
38 C -1.1795 -5.9747 0.7480  -1.892
39 C -1.5568 -7.1152 2.8851  -2.164
40 N -3.4051 -6.5547 1.1824  0.766
41 O -3.2244 -7.8168 0.5202  -0.583
42 H -3.9041 -8.7607 2.7411  0.226
43 H -4.2473 -7.4926 4.0274  0.380
44 H -5.5654 -8.2198 3.1302  0.539
45 H -5.6976 -8.0756 0.6071  0.380
46 H -6.7440 -6.9255 1.5176  0.459
47 H -5.6856 -6.3287 0.2038  0.267
48 H -5.1582 -4.5921 2.0788  0.079
49 H -5.7488 -5.4878 3.4325  0.419
50 H -3.8598 -4.1419 4.1115  -0.159
51 H -3.4243 -5.8285 4.2120  0.448
52 H -1.5383 -4.3993 2.8796  0.395
53 H -2.7653 -4.0347 1.7786  -0.607
54 H -1.6715 -5.3434 -0.0238  0.220
55 H -0.7844 -6.9353 0.3401  0.473
56 H -0.2887 -5.4863 1.1528  0.507
57 H -2.2897 -7.1829 3.6827  0.378
58 H -0.6284 -6.6406 3.1924  0.411
59 H -1.3848 -8.0153 2.3954  0.491
60 H -2.8993 -7.5366 -0.3055  0.333
61 C -4.3010 3.2057 -4.4768  -1.897
62 C -2.8165 2.9977 -4.9020  1.819
63 C -1.8398 3.6091 -3.8365  -0.413
64 C -2.6020 1.4977 -5.0778  -1.249
65 C -1.3606 1.1226 -5.8776  0.524
66 C -1.3869 1.8491 -7.2152  -1.479
67 C -1.5389 3.3847 -7.0798  2.011
68 C -0.3118 4.1093 -6.5931  -1.611
69 C -1.8047 3.8839 -8.4593  -2.307
70 N -2.7561 3.5924 -6.2971  -0.034
71 O -2.9951 5.0409 -6.1101  -0.499
72 H -4.4265 2.7073 -3.5080  0.217
73 H -4.4950 4.2805 -4.5408  0.453
74 H -4.9604 2.7481 -5.2755  0.446
75 H -2.1072 3.3280 -2.7264  -0.363
76 H -0.8075 3.2706 -3.9337  -0.477
77 H -1.9393 4.6600 -3.9982  0.723
78 H -2.5977 1.0148 -4.0649  -0.092
79 H -3.4700 1.1262 -5.6212  0.580
80 H -0.5358 1.4032 -5.2707  -0.466
81 H -1.2947 0.0080 -5.9601  0.441
82 H -2.3046 1.5277 -7.7601  0.435
83 H -0.5143 1.5801 -7.8478  0.310
84 H 0.2099 3.7682 -5.6706  0.130
85 H -0.4566 5.1876 -6.3681  0.395
86 H 0.4451 4.2156 -7.3285  0.577
87 H -2.7821 3.4830 -8.7088  0.524
88 H -1.0045 3.5612 -9.1004  0.428
89 H -1.8158 4.9557 -8.4114  0.510
90 H -3.5816 5.2398 -6.8529  0.379
91 C -0.8033 8.2021 0.1667  -1.623
92 C -1.3387 6.7054 0.1447  1.490
93 C -2.2458 6.5360 -1.1143  -1.635
94 C -0.2041 5.6889 -0.0168  -0.491
95 C 0.6905 5.3761 1.1259  -0.477
96 C -0.1835 4.9105 2.3119  -0.761
97 C -1.2673 5.9498 2.5923  1.943
98 C -2.2956 5.1714 3.4417  -1.602
99 C -0.7161 7.1817 3.3247  -1.849
100 N -2.0075 6.2757 1.3461  1.126
101 O -3.1688 6.9945 1.6399  -0.513
102 H -0.7178 8.6372 1.1417  0.367
103 H 0.2253 8.2318 -0.2404  0.334
104 H -1.4476 8.7905 -0.4596  0.444
105 H -1.6801 6.8580 -1.9832  0.491
106 H -2.6941 5.5586 -1.1810  -0.226
107 H -3.0347 7.2941 -0.9975  0.572
108 H -0.6668 4.6690 -0.0958  -0.797
109 H 0.3759 5.9489 -0.9037  0.930
110 H 1.3163 4.5417 0.8259  0.038
111 H 1.2879 6.2942 1.4332  0.468
112 H 0.4710 4.7945 3.2128  0.543
113 H -0.4811 3.8461 2.1871  -0.706
114 H -2.6879 4.3105 2.9899  -0.179
115 H -3.1534 5.7326 3.8673  0.340
116 H -1.7460 4.7447 4.2883  0.550
117 H 0.3049 7.4159 3.0717  0.339
118 H -0.6677 6.9705 4.4253  0.450
119 H -1.3950 8.0184 3.1415  0.333
120 H -3.0331 7.9361 1.6774  0.320
121 C 6.7804 -3.4466 -1.5104  -1.665
122 C 5.7842 -2.4348 -0.8928  2.432
123 C 6.0057 -1.0478 -1.5952  -2.673
124 C 4.3127 -2.9281 -1.0693  -0.288
125 C 4.0135 -4.1053 -0.1958  -1.285
126 C 4.1721 -3.6756 1.2315  -0.454
127 C 5.5928 -3.2316 1.5691  1.848
128 C 5.6399 -2.6509 3.0013  -1.861
129 C 6.5410 -4.4766 1.6066  -1.589
130 N 5.9856 -2.1918 0.5210  0.683
131 O 7.3089 -1.7705 0.8118  -0.633
132 H 7.0985 -4.0346 -0.6966  0.275
133 H 6.3447 -4.0563 -2.3709  0.261
134 H 7.5902 -2.9347 -2.0189  0.506
135 H 6.0224 -1.0887 -2.6226  1.049
136 H 5.3142 -0.2872 -1.2940  0.239
137 H 6.9983 -0.5871 -1.3877  0.419
138 H 3.6480 -2.1161 -0.7579  -0.514
139 H 4.0933 -3.1369 -2.1320  0.408
140 H 2.9762 -4.5064 -0.1808  0.512
141 H 4.6693 -4.9428 -0.3509  0.467
142 H 3.8724 -4.4026 2.0142  0.572
143 H 3.4559 -2.8315 1.3784  -0.884
144 H 4.7606 -2.0958 3.1580  0.210
145 H 6.5651 -2.0748 3.2234  0.332
146 H 5.5441 -3.4774 3.7614  0.336
147 H 6.4843 -5.0147 0.6185  0.382
148 H 6.3253 -5.2238 2.3814  0.347
149 H 7.6003 -4.2977 1.7743  0.435
150 H 7.8515 -2.5978 0.7564  0.389
151 C -0.2421 -0.1410 -1.4697  -0.377
152 C 0.1818 0.9517 -0.4642  2.542
153 C 1.0961 1.9152 -1.1540  -0.578
154 C -1.1258 1.6511 0.0394  0.290
155 C -1.8580 0.8296 1.1401  1.155
156 C -0.8658 0.3670 2.2122  -1.861
157 C 0.2973 -0.5218 1.7795  3.579
158 C 1.2584 -0.7995 2.8780  -1.404
159 C -0.1665 -1.8463 1.1843  -0.788
160 N 0.9492 0.3240 0.6952  0.215
161 O 1.9959 -0.4738 0.0628  1.241
162 H -0.7019 0.1983 -2.4152  0.171
163 H 0.5930 -0.8256 -1.6518  -0.100
164 H -1.0616 -0.6769 -0.9811  -0.812
165 H 0.5599 2.1948 -2.0649  -0.246
166 H 1.4056 2.8255 -0.5863  -0.361
167 H 2.0212 1.3892 -1.4145  0.078
168 H -0.8151 2.5706 0.3709  -1.314
169 H -1.7687 1.7874 -0.8303  0.235
170 H -2.6359 1.3968 1.6732  -0.188
171 H -2.3639 0.0066 0.6679  -0.512
172 H -1.4327 -0.1039 3.0108  0.524
173 H -0.4392 1.2824 2.6417  0.097
174 H 1.6187 0.1079 3.3391  0.702
175 H 2.1514 -1.2410 2.3942  -0.858
176 H 0.7896 -1.5150 3.5613  -0.256
177 H -0.2909 -2.5944 1.9816  0.464
178 H 0.4518 -2.2765 0.4316  -0.243
179 H -1.2440 -1.7614 0.7412  -1.106
180 H 2.8378 -0.2126 0.5361  0.162
181 C -4.6048 3.9760 0.0877  -1.160
182 C -5.3202 2.9292 0.8431  0.491
183 C -5.2974 1.5445 0.2976  -1.013
184 O -4.6747 2.7489 2.0933  -0.544
185 H -3.6178 3.6033 -0.0574  -0.129
186 H -4.4332 4.9007 0.5895  0.531
187 H -5.1226 4.0112 -0.8603  0.499
188 H -6.3400 3.2600 1.0342  0.383
189 H -4.3062 1.1588 0.2566  -0.115
190 H -5.7740 1.4146 -0.7176  0.460
191 H -5.8585 0.9841 1.0137  0.483
192 H -4.5446 3.6202 2.5265  0.201
193 C -5.4938 -1.1985 3.7174  -0.554
194 C -6.0958 -0.0728 4.5375  0.399
195 C -5.0759 0.4886 5.5314  -1.430
196 O -6.6023 0.9496 3.7133  -0.550
197 H -6.1095 -1.4074 2.8851  0.483
198 H -5.4016 -2.0512 4.4915  0.239
199 H -4.5437 -0.9805 3.2665  -0.181
200 H -6.9769 -0.5500 5.0529  0.305
201 H -5.0308 -0.1631 6.3785  0.469
202 H -5.3937 1.4062 5.9949  0.426
203 H -4.1394 0.6580 5.0891  0.218
204 H -5.9232 1.5352 3.4611  0.204
205 C -1.4539 -3.4923 6.8482  -1.599
206 C -1.3932 -2.1168 6.1457  1.576
207 C -1.7960 -0.9321 7.0263  -1.785
208 O -0.1039 -1.8408 5.5889  -0.167
209 H -0.8887 -4.2150 6.3031  0.432
210 H -2.4881 -3.8580 6.7771  0.388
211 H -1.1375 -3.4509 7.9039  0.333
212 H -2.1034 -2.1368 5.2537  -0.371
213 H -2.8201 -1.0866 7.4132  0.351
214 H -1.9582 -0.0148 6.5071  0.404
215 H -1.1075 -0.7634 7.8134  0.474
216 H 0.3615 -1.1594 6.0961  -0.108
217 C 3.0524 -2.2716 7.4526  -1.747
218 C 2.9790 -1.0836 6.5571  2.305
219 C 2.5721 0.2429 7.1791  -1.323
220 O 4.3103 -0.8211 6.1152  -0.625
221 H 2.2970 -2.3232 8.1848  0.355
222 H 4.0468 -2.2503 8.0503  0.404
223 H 3.0743 -3.1599 6.8671  0.407
224 H 2.3911 -1.2786 5.7048  -0.892
225 H 2.5702 1.1321 6.5782  0.339
226 H 3.2654 0.3964 8.0081  0.407
227 H 1.5277 0.1951 7.5341  0.288
228 H 4.3821 -0.0431 5.5306  0.279
229 O -3.0580 -3.1817 -2.1681  -0.701
230 C -3.4314 -3.4743 -0.8271  1.176
231 C -4.6237 -2.6137 -0.5484  -0.376
232 O -4.2476 -1.2393 -0.7866  -0.107
233 H -2.2671 -2.5545 -2.2084  0.451
234 H -3.6860 -4.5229 -0.6918  0.208
235 H -2.6068 -3.1250 -0.1681  -0.923
236 H -4.9237 -2.7744 0.5057  -0.187
237 H -5.4072 -2.8415 -1.2990  0.441
238 H -4.8708 -0.7839 -1.3202  0.139
239 O 3.1528 2.4530 2.6672  -0.518
240 C 4.3734 2.5531 1.9572  -0.472
241 C 5.1035 1.2353 2.0767  -0.376
242 O 4.3198 0.2873 1.3233  -0.587
243 H 2.4575 2.1003 2.1022  0.150
244 H 4.2437 2.7068 0.8597  0.192
245 H 4.9252 3.4366 2.3626  0.424
246 H 5.2793 0.9563 3.1563  0.041
247 H 6.0974 1.2583 1.6105  0.353
248 H 4.9510 -0.3528 0.8774  -0.342

gap between HOMO and LUMO: 0.322 Ha
energy relative to the best compared isomer or geometry (same formula, charge and spin): 48.0 kcal per mole
SMILES: CC1(C)CCCC(C)(C)N1O.CC1(C)CCCC(C)(C)N1O.CC1(C)CCCC(C)(C)N1O.CC1(C)CCCC(C)(C)N1O.CC1(C)CCCC(C)(C)N1O.CC1(C)CCCC(C)(C)N1O.CC(C)O.CC(C)O.CC(C)O.CC(C)O.OCCO.OCCO
max |F|: 3.336 eV Å⁻¹
E_tot: -112746.7022 eV
charge: 0